[1]
C12H12N2 | ωB97M-V with the def2-TZVPD basis set

Geometry as XYZ:
```
26
C12H12N2, DFT ωB97M-V with the def2-TZVPD basis set
C -1.756 -0.702 -1.211
C -0.894 -0.682 0.171
C -0.087 -1.996 0.404
C -1.894 -0.751 1.178
N -2.808 -0.676 1.816
C -0.099 0.604 0.375
C -0.776 1.816 0.333
C -0.136 3.009 0.433
C 1.214 3.126 0.615
C 1.885 1.890 0.829
C 1.254 0.644 0.784
C 1.972 -0.521 1.250
C 2.645 -1.295 0.447
N 2.899 -2.046 -0.461
H -2.802 -0.541 -0.812
H -1.598 -1.651 -1.604
H -1.286 0.131 -1.876
H 0.681 -1.973 -0.343
H -0.728 -2.869 0.189
H 0.384 -1.983 1.358
H -1.821 1.731 0.478
H -0.716 3.800 0.596
H 1.678 4.029 0.768
H 2.924 1.885 0.863
H 1.961 -0.764 2.299
H 3.744 -1.958 -1.028
```

Computed properties:
- E: -573.8490 Eh
- HOMO level: -9.002 eV
- Structure (SMILES): CC(C)(C#N)c1ccccc1C=C=N
- Charge: 0
- Orbital gap: 9.731 eV
- ΔE to the lowest compared entry with this formula, charge and spin: 94.2 kcal/mol



[2]
C10H18O4 | ωB97M-V with the def2-TZVPD basis set

Geometry as XYZ:
```
32
C10H18O4, DFT ωB97M-V with the def2-TZVPD basis set
C -2.524 -0.042 1.655
C -2.729 -0.106 0.160
C -3.865 -1.010 -0.267
C -1.502 -0.638 -0.690
C -0.509 -1.636 -0.060
C 0.897 -1.568 -0.596
C 1.891 -0.483 0.086
C 1.503 1.138 -0.198
C 0.569 1.679 0.789
O -0.433 2.465 0.334
O 2.708 1.856 -0.154
C 1.999 -0.742 1.604
O 3.002 -0.631 -0.542
O -1.248 -0.016 -1.709
H -2.131 -0.975 2.083
H -1.874 0.792 1.947
H -3.496 0.146 2.127
H -2.866 0.922 -0.205
H -3.631 -2.032 0.084
H -4.812 -0.664 0.176
H -3.919 -1.003 -1.370
H -0.538 -1.389 1.018
H -0.955 -2.656 -0.167
H 1.340 -2.540 -0.360
H 0.900 -1.417 -1.679
H 1.040 1.093 -1.213
H 0.090 0.920 1.470
H -0.165 3.397 0.162
H 3.330 1.139 -0.471
H 1.046 -0.789 2.144
H 2.509 -1.711 1.737
H 2.628 0.039 2.056
```

Computed properties:
- E: -692.6178 Eh
- HOMO level (alpha / beta): -9.369 / -8.589 eV
- Charge: 0
- Orbital gap (alpha / beta): 9.124 / 6.450 eV
- ΔE to the lowest compared entry with this formula, charge and spin: 128.8 kcal/mol



[3]
CHN5O2 | ωB97M-V with the def2-TZVPD basis set

Geometry as XYZ:
```
9
CHN5O2, DFT ωB97M-V with the def2-TZVPD basis set
C -0.312 1.408 -0.085
N 0.731 1.829 0.195
N 2.057 -0.509 -0.005
N 0.952 -0.859 -0.171
N -0.047 -1.312 -0.447
N -1.529 -0.674 0.372
O -1.409 0.942 -0.345
O -2.525 -1.214 0.111
H 2.082 0.390 0.375
```

Computed properties:
- E: -462.7289 Eh
- HOMO level (alpha / beta): -10.332 / -10.332 eV
- Charge: 0
- Orbital gap (alpha / beta): 8.240 / 8.240 eV
- ΔE to the lowest compared entry with this formula, charge and spin: 75.3 kcal/mol



[4]
C46H99O28P5 | ωB97M-V with the def2-TZVPD basis set

Geometry as XYZ:
```
178
C46H99O28P5, DFT ωB97M-V with the def2-TZVPD basis set
C 16.961 12.342 11.700
C 17.923 11.389 12.487
O 19.210 11.371 11.893
P 20.516 11.390 12.830
O 20.669 12.753 13.429
O 21.724 10.897 11.849
C 21.462 9.763 11.019
C 22.537 8.728 11.163
O 20.348 10.088 13.855
C 21.388 9.526 14.533
C 20.797 9.012 15.865
H 15.968 12.334 12.148
H 17.336 13.363 11.768
H 16.859 12.058 10.653
H 17.959 11.846 13.476
H 17.493 10.393 12.382
H 20.515 9.297 11.293
H 21.328 10.068 9.981
H 22.803 8.227 10.232
H 23.469 9.197 11.478
H 22.313 7.962 11.906
H 21.723 8.745 13.851
H 22.168 10.285 14.595
H 20.036 9.663 16.297
H 20.410 7.994 15.885
H 21.605 9.063 16.594
C 19.387 17.950 15.536
C 20.648 18.587 16.174
O 21.377 17.621 16.926
P 21.058 17.294 18.515
O 19.775 16.509 18.814
O 22.449 16.684 19.044
C 22.632 16.052 20.293
C 21.972 14.684 20.338
O 20.979 18.752 19.223
C 22.032 19.645 19.163
C 23.072 19.548 20.266
H 19.726 17.284 14.743
H 18.785 17.415 16.271
H 18.783 18.757 15.119
H 21.285 18.891 15.343
H 20.349 19.447 16.773
H 23.669 16.075 20.627
H 22.094 16.644 21.034
H 21.933 14.341 21.373
H 20.907 14.738 20.115
H 22.485 14.015 19.647
H 22.465 19.653 18.163
H 21.514 20.594 19.304
H 23.511 18.553 20.346
H 23.745 20.393 20.121
H 22.587 19.601 21.240
C 9.376 15.098 21.642
C 10.657 15.975 21.577
O 11.169 15.938 20.243
P 12.608 15.285 19.933
O 12.910 14.002 20.651
O 12.657 15.167 18.335
C 12.325 16.242 17.545
C 12.106 15.638 16.131
O 13.646 16.490 20.221
C 14.918 16.274 20.818
C 14.981 17.199 22.025
H 9.570 14.109 21.226
H 9.073 14.991 22.683
H 8.544 15.568 21.118
H 10.570 16.990 21.965
H 11.457 15.636 22.235
H 11.432 16.759 17.895
H 13.162 16.938 17.488
H 11.217 15.008 16.096
H 12.071 16.403 15.355
H 12.951 14.986 15.907
H 15.092 15.218 21.022
H 15.716 16.486 20.106
H 14.885 18.264 21.814
H 14.213 16.981 22.767
H 16.002 17.083 22.387
C 13.299 19.035 11.030
C 14.755 19.368 11.300
O 15.492 18.395 10.632
P 16.221 17.150 11.321
O 17.404 17.485 12.186
O 14.974 16.455 12.112
C 15.233 15.622 13.276
C 14.853 16.506 14.469
O 16.599 16.073 10.168
C 17.786 16.165 9.379
C 18.186 14.773 8.838
H 12.991 19.449 10.069
H 13.014 17.985 11.102
H 12.645 19.428 11.808
H 14.970 20.400 11.024
H 14.877 19.298 12.381
H 14.515 14.802 13.270
H 16.263 15.279 13.370
H 14.675 15.938 15.382
H 15.587 17.296 14.627
H 13.917 17.007 14.221
H 17.465 16.968 8.716
H 18.576 16.517 10.041
H 18.927 14.912 8.050
H 18.568 14.074 9.581
H 17.296 14.316 8.406
C 16.920 13.677 22.641
C 17.362 13.013 21.328
O 17.813 11.757 21.755
P 19.369 11.355 21.549
O 20.233 12.187 22.384
O 19.573 11.492 19.956
C 20.834 11.216 19.358
C 21.577 9.937 19.698
O 19.384 9.793 21.808
C 19.570 9.246 23.107
C 20.549 8.027 23.163
H 16.685 14.716 22.411
H 16.067 13.179 23.101
H 17.775 13.738 23.315
H 16.586 12.880 20.575
H 18.183 13.579 20.887
H 20.720 11.203 18.274
H 21.410 12.140 19.391
H 22.551 9.937 19.208
H 21.780 10.077 20.759
H 20.963 9.048 19.555
H 19.835 10.045 23.800
H 18.541 8.953 23.313
H 20.170 7.363 22.386
H 21.550 8.379 22.915
H 20.540 7.565 24.150
O 23.177 11.540 16.938
C 23.500 12.656 16.562
C 22.525 13.773 16.217
C 23.451 14.706 15.438
C 24.808 14.417 16.032
O 24.795 13.074 16.457
H 21.712 13.424 15.580
H 22.175 14.215 17.150
H 23.426 14.507 14.366
H 23.126 15.744 15.371
H 25.631 14.553 15.331
H 24.943 15.058 16.904
O 16.617 10.591 15.404
C 15.836 11.062 16.161
C 14.550 11.890 15.810
C 14.117 12.256 17.254
C 14.670 11.136 18.086
O 15.882 10.860 17.446
H 14.877 12.778 15.269
H 13.870 11.261 15.235
H 14.517 13.220 17.568
H 13.031 12.311 17.330
H 14.820 11.464 19.114
H 14.045 10.243 18.056
O 16.993 22.088 18.212
C 17.102 20.937 18.569
C 17.864 20.317 19.641
C 17.247 18.968 19.827
C 16.704 18.695 18.421
O 16.463 20.001 17.863
H 18.833 20.190 19.159
H 17.880 20.874 20.578
H 18.030 18.240 20.035
H 16.404 18.865 20.510
H 17.468 18.313 17.744
H 15.799 18.088 18.426
O 16.215 15.401 17.649
C 17.173 14.927 17.029
C 18.033 13.742 17.461
C 18.974 13.626 16.271
C 18.398 14.513 15.155
O 17.535 15.382 15.796
H 18.562 13.936 18.394
H 17.374 12.874 17.495
H 19.941 14.082 16.483
H 19.193 12.621 15.909
H 19.165 14.998 14.550
H 17.872 13.903 14.420
```

Computed properties:
- E: -5626.1248 Eh
- HOMO level: -9.765 eV
- Structure (SMILES): CCOP(=O)(OCC)OCC.CCOP(=O)(OCC)OCC.CCOP(=O)(OCC)OCC.CCOP(=O)(OCC)OCC.CCOP(=O)(OCC)OCC.O=C1CCCO1.O=C1CCCO1.O=C1CCCO1.O=C1CCCO1
- Charge: 0
- Orbital gap: 10.378 eV
- ΔE to the lowest compared entry with this formula, charge and spin: 59.7 kcal/mol